Record 1
Entry from the Open Molecules 2025 dataset: a cluster of 2 separate species, C17H13N4O8 in total at a distorted geometry (the ωB97M-V functional and the def2-TZVPD basis).

The charge is -1. Its multiplicity is 1.

XYZ file:
```
42
Properties=species:S:1:pos:R:3:lowdin_charge:R:1
C 0.394 0.420 2.182 0.02
C 1.623 1.206 2.612 -0.53
C 1.716 1.371 4.128 0.01
O 2.839 0.541 2.214 0.06
C 3.231 0.606 0.899 -0.44
O 4.146 -0.123 0.549 0.07
C 2.597 1.615 0.035 -0.09
C 2.253 1.288 -1.333 -0.16
C 1.496 2.185 -2.145 -0.02
C 1.353 1.963 -3.509 -0.10
C 1.851 0.797 -4.098 -0.12
C 2.527 -0.140 -3.311 -0.11
C 2.723 0.086 -1.951 -0.04
C 1.910 2.702 0.735 -0.44
O 1.626 3.776 0.223 0.07
O 1.601 2.535 2.063 0.05
H 0.376 0.278 1.096 0.09
H 0.401 -0.556 2.678 0.09
H -0.503 0.966 2.494 0.10
H 2.628 1.928 4.365 0.09
H 0.848 1.923 4.500 0.09
H 1.757 0.388 4.607 0.09
H 1.074 3.069 -1.668 0.10
H 0.843 2.712 -4.114 0.10
H 1.729 0.622 -5.168 0.09
H 2.930 -1.055 -3.751 0.10
H 3.263 -0.631 -1.329 0.10
O 4.358 3.388 2.284 0.06
N 4.276 4.392 1.541 -0.32
C 4.471 4.225 0.142 -0.14
C 4.640 2.936 -0.406 0.08
C 4.856 2.985 -1.766 -0.09
N 5.142 1.954 -2.666 -0.15
O 5.514 0.812 -2.504 0.08
O 4.855 2.455 -3.957 0.00
N 4.419 3.801 -3.887 0.14
C 4.509 4.126 -2.565 -0.31
N 4.231 5.312 -2.022 0.13
C 4.322 5.373 -0.702 -0.03
O 4.048 5.543 1.979 0.03
H 4.938 2.061 0.162 0.13
H 4.217 6.351 -0.221 0.12
```

***

Record 2
Entry from the Open Molecules 2025 dataset: a cluster of 2 separate species, C17H13O7S in total at a distorted geometry (the ωB97M-V functional and the def2-TZVPD basis).

The charge is -1. Its multiplicity is 1.

XYZ file:
```
38
Properties=species:S:1:pos:R:3:lowdin_charge:R:1
C 6.727 -0.678 1.581 -0.01
C 6.116 0.664 1.952 -0.52
O 6.709 1.383 2.721 0.08
O 4.957 1.127 1.418 -0.01
C 4.148 0.137 0.787 -0.24
S 3.206 -0.897 1.961 0.38
O 4.075 -1.364 3.022 -0.35
O 2.625 -1.947 1.139 -0.37
O 2.140 -0.019 2.406 -0.38
H 6.051 -1.526 1.698 0.07
H 7.172 -0.641 0.579 0.09
H 7.561 -0.840 2.265 0.08
H 3.375 0.679 0.239 0.11
H 4.674 -0.470 0.043 0.10
C -2.468 -0.361 -4.591 -0.07
C -3.835 -0.108 -4.524 -0.07
C -4.428 0.183 -3.308 -0.01
C -3.659 0.212 -2.150 -0.08
C -2.294 -0.065 -2.214 -0.08
C -1.700 -0.340 -3.440 0.00
C -1.459 -0.086 -0.976 -0.28
O -0.275 -0.321 -1.042 0.13
C -2.121 0.180 0.330 -0.07
C -1.378 0.110 1.505 0.03
C -1.988 0.371 2.721 -0.04
C -3.336 0.711 2.772 -0.07
C -4.082 0.777 1.608 -0.02
C -3.483 0.503 0.385 -0.09
C -4.306 0.544 -0.851 -0.28
O -5.486 0.838 -0.808 0.09
H -2.004 -0.580 -5.545 0.10
H -4.437 -0.137 -5.424 0.10
H -5.489 0.385 -3.256 0.12
H -0.639 -0.541 -3.490 0.12
H -0.324 -0.153 1.479 0.12
H -1.408 0.310 3.633 0.11
H -3.805 0.921 3.725 0.10
H -5.131 1.036 1.650 0.11
```

***

Record 3
Entry from the Open Molecules 2025 dataset: a structure of composition C17H14Cl2F6INOTc at a distorted geometry (the ωB97M-V functional and the def2-TZVPD basis).

The charge is +3. Its multiplicity is 1.

XYZ file:
```
43
Properties=species:S:1:pos:R:3:lowdin_charge:R:1
Tc 0.579 0.242 -0.538 1.47
C -0.066 -1.889 -3.348 0.05
C -0.287 -2.204 -1.883 -0.33
O -0.602 -1.056 -1.091 -0.22
C 1.005 -2.756 -1.222 -0.48
F 1.808 -1.516 -0.970 -0.10
F 1.747 -3.485 -1.980 0.28
F 0.860 -3.267 -0.037 0.26
C -1.462 -3.207 -1.676 -0.59
F -1.769 -3.308 -0.384 0.19
F -1.091 -4.391 -2.139 0.23
F -2.523 -2.768 -2.335 0.21
H 0.769 -1.197 -3.479 0.10
H -0.973 -1.458 -3.766 0.12
H 0.162 -2.800 -3.902 0.13
Cl 2.602 1.529 -0.330 0.52
C 4.172 1.038 -1.523 -0.72
Cl 4.914 -0.364 -0.966 0.76
H 4.737 1.949 -1.352 0.06
H 3.690 0.961 -2.490 0.05
I -3.222 3.235 -3.826 1.10
C -2.172 3.073 -2.051 -0.70
C -2.250 4.055 -1.057 -0.03
C -1.537 3.900 0.126 0.02
C -0.769 2.777 0.311 -0.08
N -0.677 1.825 -0.654 -0.14
C -1.369 1.977 -1.814 -0.16
H -2.868 4.932 -1.208 0.13
H -1.584 4.648 0.906 0.14
H -0.203 2.621 1.218 0.11
H -1.286 1.181 -2.543 0.10
C 0.333 0.091 1.176 -0.07
C 0.153 -0.111 2.504 -0.25
C -0.864 -1.030 2.922 0.04
C -1.032 -1.259 4.262 0.01
C -0.214 -0.598 5.187 0.07
C 0.785 0.303 4.790 0.00
C 0.982 0.559 3.461 0.03
H -1.481 -1.527 2.185 0.14
H -1.791 -1.948 4.606 0.14
H -0.356 -0.790 6.244 0.15
H 1.398 0.791 5.535 0.14
H 1.753 1.242 3.132 0.13
```

***

Record 4
Entry from the Open Molecules 2025 dataset: a structure of composition C17H14Cl2MoN5O3S3 (the ωB97M-V functional and the def2-TZVPD basis).

The charge is +1. Its multiplicity is 1.

XYZ file:
```
45
Properties=species:S:1:pos:R:3:lowdin_charge:R:1
Mo -0.208 -3.009 -0.879 1.16
Cl -0.462 -3.292 -3.175 0.16
C -2.166 -2.850 -0.942 -0.38
C -3.520 -2.972 -1.267 -0.03
C -4.354 -2.224 -0.472 -0.01
C -3.871 -1.417 0.597 -0.04
C -2.532 -1.350 0.904 -0.66
Cl -1.930 -0.409 2.212 0.72
C -1.687 -2.115 0.103 -0.35
S -0.132 -4.491 0.954 0.30
H -3.880 -3.581 -2.083 0.12
H -5.422 -2.227 -0.648 0.12
H -4.586 -0.849 1.178 0.12
O 2.913 -5.469 -0.197 -0.26
S 2.097 -4.984 -1.249 0.27
O 1.822 -3.501 -1.109 -0.59
O 2.241 -5.408 -2.594 -0.27
S 0.007 -5.505 -0.769 0.38
C 1.937 -1.047 0.975 0.02
C 1.422 -0.472 -0.295 -0.31
N 0.605 -1.082 -1.152 -0.08
C 0.356 -0.208 -2.198 -0.09
C 1.032 0.935 -1.957 0.00
N 1.699 0.752 -0.762 0.02
C 2.572 1.759 -0.150 -0.05
N 1.905 3.006 -0.029 -0.07
N 2.101 3.963 -0.982 0.06
N 1.341 4.947 -0.752 0.09
C 0.598 4.689 0.384 -0.22
C -0.364 5.461 1.038 0.00
C -0.941 4.915 2.162 -0.07
C -0.577 3.638 2.631 -0.07
C 0.371 2.867 1.998 -0.02
C 0.955 3.427 0.861 -0.17
H 1.633 -2.089 1.072 0.05
H 1.554 -0.500 1.838 0.09
H 3.027 -1.035 1.001 0.11
H -0.264 -0.487 -3.031 0.09
H 1.114 1.852 -2.515 0.13
H 3.440 1.912 -0.791 0.15
H 2.892 1.390 0.822 0.14
H -0.632 6.441 0.670 0.12
H -1.690 5.474 2.705 0.11
H -1.060 3.256 3.521 0.11
H 0.645 1.889 2.373 0.09
```

***

Asked for frontier orbital gap across the records above, the calculation gives 5.8, 6.5, 4.2, 6.0 eV in order.
Asked for highest occupied orbital energy across the records above, the calculation gives -4.26, -5.34, -17.46, -11.81 eV in order.